Entry from the OMol25 dataset: a molecular structure, C34H49BCrN10O2S (wB97M-V/def2-TZVPD).

Results
relative energy (zero: lowest compared OMol25 entry of this formula, charge and spin) = 0.039 eV
net charge = +1
energy = -94982.3892 eV
orbital gap (alpha / beta) = 6.48 / 7.08 eV
maximum force = 0.51 eV/Å
⟨S²⟩ = 3.780
2S+1 = 4

Geometry (Å):
1 Cr 0.456 0.373 0.138
2 C 4.963 -2.167 0.038
3 C 4.232 -0.867 0.049
4 C 4.728 0.423 0.008
5 C 3.613 1.271 0.034
6 N 2.512 0.529 0.103
7 N 2.893 -0.782 0.102
8 B 1.794 -1.877 0.177
9 N 1.042 -1.616 1.540
10 N 0.720 -0.343 1.960
11 C 0.409 -0.398 3.256
12 C 0.536 -1.724 3.683
13 C 0.913 -2.463 2.579
14 C 1.137 -3.932 2.464
15 C -0.030 0.799 4.062
16 C 0.595 2.079 3.508
17 C -1.562 0.904 4.013
18 C 0.427 0.611 5.513
19 N 0.937 -1.708 -1.137
20 N 0.677 -0.460 -1.658
21 C 0.119 -0.615 -2.855
22 C 0.040 -1.986 -3.132
23 C 0.549 -2.642 -2.025
24 C 0.678 -4.104 -1.774
25 C -0.353 0.540 -3.700
26 C 0.106 0.308 -5.145
27 C 0.226 1.863 -3.197
28 C -1.889 0.589 -3.639
29 C 3.605 2.778 -0.019
30 C 4.301 3.231 -1.309
31 C 2.175 3.313 -0.004
32 C 4.364 3.323 1.198
33 H 6.032 -1.982 -0.029
34 H 4.663 -2.781 -0.812
35 H 4.768 -2.738 0.948
36 H 5.767 0.705 -0.042
37 H 2.256 -2.973 0.198
38 H 0.348 -2.114 4.669
39 H 0.887 -4.408 3.408
40 H 2.175 -4.164 2.220
41 H 0.501 -4.345 1.680
42 H 0.272 2.260 2.483
43 H 1.686 2.022 3.524
44 H 0.284 2.933 4.112
45 H -1.918 0.994 2.984
46 H -1.894 1.776 4.580
47 H -2.027 0.011 4.434
48 H 1.507 0.467 5.568
49 H -0.061 -0.247 5.978
50 H 0.168 1.498 6.094
51 H -0.334 -2.454 -4.030
52 H 0.253 -4.655 -2.609
53 H 0.137 -4.370 -0.865
54 H 1.721 -4.401 -1.656
55 H 1.192 0.213 -5.197
56 H -0.197 1.151 -5.768
57 H -0.338 -0.598 -5.563
58 H 1.318 1.824 -3.155
59 H -0.154 2.112 -2.205
60 H -0.064 2.667 -3.875
61 H -2.325 -0.307 -4.085
62 H -2.260 1.460 -4.186
63 H -2.236 0.655 -2.605
64 H 3.781 2.847 -2.189
65 H 5.333 2.878 -1.344
66 H 4.313 4.322 -1.363
67 H 1.607 2.931 -0.860
68 H 2.186 4.403 -0.065
69 H 1.669 3.029 0.923
70 H 5.394 2.965 1.212
71 H 3.883 3.013 2.129
72 H 4.383 4.415 1.167
73 N -7.178 -2.085 -2.546
74 C -6.042 -1.974 -1.789
75 C -4.776 -2.079 -2.387
76 C -3.634 -1.950 -1.628
77 C -3.744 -1.695 -0.262
78 C -4.985 -1.586 0.347
79 C -6.128 -1.727 -0.412
80 S -2.291 -1.614 0.694
81 O -2.624 -1.358 2.067
82 O -1.466 -2.744 0.365
83 N -1.485 -0.293 0.081
84 C -1.956 0.955 0.296
85 N -3.218 1.316 0.513
86 C -3.440 2.615 0.648
87 C -2.439 3.585 0.574
88 C -1.158 3.140 0.377
89 N -0.907 1.834 0.247
90 H -7.113 -2.423 -3.488
91 H -8.067 -2.185 -2.093
92 H -4.705 -2.272 -3.452
93 H -2.653 -2.045 -2.080
94 H -5.037 -1.385 1.410
95 H -7.103 -1.644 0.052
96 H -4.473 2.897 0.824
97 H -2.654 4.637 0.677
98 H -0.314 3.815 0.322

Results of the Mulliken charge analysis, in e, for atoms 1 through 6:
1 Cr -0.211
2 C -1.457
3 C 0.494
4 C -1.270
5 C -0.534
6 N 1.217